65
Properties=species:S:1:pos:R:3 method="wB97M-V/def2-TZVPD" total_charge=+4 de_lowest_kj_mol=164.6 homo_lumo_gap_ev="2.69 / 2.69" lumo_ev="-15.97 / -15.97"
Hf -0.343 -0.126 -0.200
P 1.316 0.573 1.758
P -1.085 2.382 0.056
P 1.935 -0.818 -1.331
H 0.060 -3.784 3.474
C 0.934 -3.127 3.594
C 0.962 -2.266 4.702
H 0.084 -2.164 5.345
C 0.407 0.778 3.332
C 2.151 2.195 1.577
C 2.733 -0.449 2.303
C -2.800 2.501 -0.558
C -1.127 3.517 1.487
C -0.186 3.343 -1.221
C 2.568 -2.488 -0.944
C 3.440 0.220 -1.258
C 1.685 -0.935 -3.137
H 1.861 -3.588 3.223
H 1.883 -1.779 5.029
H 0.523 -0.135 3.932
H -0.665 0.944 3.169
H 0.828 1.629 3.884
H 1.459 3.022 1.773
H 2.564 2.310 0.568
H 2.974 2.234 2.302
H 2.402 -1.160 3.068
H 3.501 0.206 2.736
H 3.167 -1.012 1.469
H -2.939 1.902 -1.466
H -3.043 3.550 -0.776
H -3.482 2.126 0.216
H -2.091 4.045 1.498
H -0.323 4.261 1.427
H -1.031 2.964 2.428
H -0.790 4.208 -1.526
H 0.011 2.718 -2.104
H 0.775 3.693 -0.823
H 3.608 -2.588 -1.287
H 1.945 -3.229 -1.461
H 2.516 -2.682 0.134
H 4.162 -0.162 -1.994
H 3.896 0.209 -0.262
H 3.188 1.256 -1.516
H 2.651 -1.112 -3.631
H 1.249 -0.005 -3.523
H 0.998 -1.758 -3.367
C -1.814 -0.231 -3.003
C -2.042 0.820 -3.907
C -2.690 0.540 -5.112
C -3.096 -0.762 -5.416
C -2.870 -1.800 -4.506
C -2.238 -1.543 -3.291
O -1.142 0.005 -1.836
H 0.592 -2.096 2.356
H -1.704 1.828 -3.656
H -2.872 1.344 -5.825
H -3.593 -0.975 -6.363
H -3.181 -2.819 -4.741
H -2.045 -2.328 -2.555
C -2.878 -2.469 2.976
C -2.171 -1.784 1.939
N -1.589 -1.218 1.097
H -3.612 -1.781 3.436
H -2.173 -2.814 3.755
H -3.413 -3.337 2.554